{"formula": "C5H10N2O2", "method": "ωB97M-V/def2-TZVPD", "total_energy_ha": -456.4429, "de_lowest_kj_mol": 292.2, "e_lumo_ev": 0.766, "spin_multiplicity": 1, "elements": ["C", "C", "N", "C", "C", "C", "O", "O", "N", "H", "H", "H", "H", "H", "H", "H", "H", "H", "H"], "coordinates": [[-0.869, 0.360, 1.806], [1.047, -0.604, -2.177], [-0.514, 0.652, -0.632], [-0.804, -0.244, 0.388], [0.925, 0.187, -0.911], [-0.726, -1.577, 0.219], [-0.195, 1.588, 1.873], [-2.196, 0.558, 2.175], [1.831, 0.854, -0.324], [0.732, 1.454, 1.605], [-2.525, 1.331, 1.697], [-0.454, 1.588, -0.226], [-0.465, -0.357, 2.534], [2.705, 0.928, -0.837], [2.088, -0.846, -2.386], [0.513, -1.563, -2.119], [0.621, -0.042, -3.020], [-0.816, -2.225, 1.071], [-0.897, -2.042, -0.736]], "nbo_charge": [0.332, -0.700, -0.663, 0.155, 0.520, -0.493, -0.738, -0.693, -0.723, 0.502, 0.471, 0.392, 0.156, 0.364, 0.220, 0.242, 0.247, 0.208, 0.200]}

{"formula": "C10H16", "method": "ωB97M-V/def2-TZVPD", "total_energy_ha": -390.6101, "de_lowest_kj_mol": 67.7, "e_lumo_ev": 1.051, "spin_multiplicity": 1, "elements": ["C", "C", "C", "H", "H", "H", "H", "H", "H", "H", "H", "C", "C", "C", "C", "C", "C", "C", "H", "H", "H", "H", "H", "H", "H", "H"], "coordinates": [[-2.633, -0.453, 1.039], [-2.071, -0.036, -0.299], [-1.586, -1.205, 1.884], [-2.785, 0.468, 1.617], [-3.575, -0.975, 0.986], [-1.990, -0.874, -1.012], [-2.057, -1.569, 2.793], [-1.138, 0.508, -0.358], [-2.815, 0.517, -0.894], [-1.295, -2.099, 1.324], [-0.734, -0.565, 2.084], [0.392, 1.738, -2.013], [1.996, 0.370, 1.153], [1.457, 1.261, 0.234], [2.444, -0.865, 0.732], [1.251, 0.882, -1.081], [2.302, -1.219, -0.603], [1.749, -0.347, -1.517], [2.138, 0.784, 2.141], [1.236, 2.263, 0.583], [2.972, -1.484, 1.441], [2.582, -2.209, -0.926], [0.852, 2.588, -2.520], [-0.415, 2.040, -1.380], [1.574, -0.606, -2.554], [0.149, 1.087, -2.855]], "nbo_charge": [-0.396, -0.619, -0.600, 0.188, 0.202, 0.200, 0.203, 0.211, 0.205, 0.197, 0.208, -0.639, -0.202, -0.232, -0.231, 0.007, -0.190, -0.226, 0.212, 0.209, 0.215, 0.211, 0.223, 0.221, 0.209, 0.215]}

{"formula": "C13H13F3N6O6S", "method": "ωB97M-V/def2-TZVPD", "total_energy_ha": -1980.6617, "e_lumo_ev": -2.317, "spin_multiplicity": 1, "elements": ["O", "S", "O", "C", "F", "F", "F", "C", "C", "C", "N", "O", "O", "N", "C", "C", "N", "O", "O", "C", "H", "H", "C", "C", "N", "C", "N", "C", "C", "C", "N", "H", "H", "H", "H", "H", "H", "H", "H", "H", "H", "H"], "coordinates": [[2.752, -2.305, -0.889], [2.331, -1.086, -1.532], [2.797, 0.212, -1.103], [2.865, -1.250, -3.333], [4.204, -1.299, -3.375], [2.358, -2.381, -3.875], [2.434, -0.186, -4.047], [0.551, -1.054, -1.689], [-0.073, 0.188, -1.845], [-1.427, 0.170, -2.179], [-2.293, 1.240, -2.367], [-2.136, 2.446, -2.348], [-3.574, 0.663, -2.612], [-3.507, -0.715, -2.592], [-2.198, -0.995, -2.332], [-1.528, -2.259, -2.147], [-2.156, -3.551, -2.295], [-3.380, -3.644, -2.511], [-1.408, -4.553, -2.198], [-0.159, -2.256, -1.832], [0.455, 1.141, -1.778], [0.377, -3.194, -1.719], [-1.120, -0.360, 3.193], [-0.417, -0.910, 1.960], [-0.093, 0.126, 0.999], [0.272, 1.250, 1.544], [0.328, 1.509, 2.885], [-0.266, 0.674, 3.896], [0.878, 2.806, 3.174], [1.166, 3.390, 1.795], [0.684, 2.383, 0.891], [-2.044, 0.122, 2.859], [-1.394, -1.152, 3.893], [0.487, -1.458, 2.288], [-1.059, -1.621, 1.426], [-0.866, 1.301, 4.567], [0.519, 0.205, 4.505], [0.162, 3.413, 3.742], [1.791, 2.712, 3.775], [0.651, 4.346, 1.661], [2.241, 3.536, 1.657], [0.795, 2.401, -0.114]], "nbo_charge": [-0.885, 2.092, -0.896, 0.744, -0.296, -0.309, -0.312, -0.364, -0.028, 0.015, 0.420, -0.339, -0.131, -0.067, 0.102, 0.007, 0.499, -0.337, -0.386, -0.095, 0.256, 0.289, -0.423, -0.228, -0.633, 0.609, -0.439, -0.195, -0.200, -0.212, -0.609, 0.204, 0.219, 0.180, 0.196, 0.194, 0.185, 0.188, 0.192, 0.196, 0.193, 0.405]}

{"formula": "C12H8ClNO2STi", "method": "ωB97M-V/def2-TZVPD", "charge": 1, "total_energy_ha": -2375.0250, "e_lumo_ev": [-4.683, -4.671], "spin_multiplicity": 2, "elements": ["Ti", "S", "C", "C", "C", "C", "C", "N", "H", "H", "H", "H", "Cl", "C", "C", "C", "C", "O", "C", "C", "O", "C", "H", "H", "H", "H"], "coordinates": [[-0.983, 0.249, 0.799], [-3.133, 0.019, 1.804], [-3.184, -1.276, 0.593], [-4.260, -2.127, 0.393], [-4.150, -3.092, -0.593], [-2.987, -3.192, -1.351], [-1.958, -2.313, -1.097], [-2.062, -1.378, -0.143], [-5.150, -2.025, 0.997], [-4.973, -3.771, -0.774], [-2.884, -3.938, -2.124], [-1.028, -2.336, -1.649], [5.643, 3.266, -0.091], [4.161, 2.389, -0.085], [3.977, 1.335, -0.989], [2.804, 0.612, -1.012], [1.772, 0.923, -0.127], [0.641, 0.222, -0.153], [1.955, 1.988, 0.788], [0.939, 2.350, 1.713], [-0.173, 1.783, 1.805], [3.163, 2.714, 0.794], [4.775, 1.090, -1.678], [2.667, -0.200, -1.711], [1.133, 3.180, 2.397], [3.297, 3.528, 1.496]], "nbo_charge": [1.712, -0.204, 0.093, -0.251, -0.100, -0.257, 0.079, -0.602, 0.251, 0.242, 0.247, 0.221, 0.061, -0.082, -0.117, -0.258, 0.382, -0.765, -0.226, 0.449, -0.658, -0.139, 0.249, 0.245, 0.187, 0.242]}

{"formula": "H2N2O4S", "method": "ωB97M-V/def2-TZVPD", "charge": -2, "total_energy_ha": -809.7073, "de_lowest_kj_mol": 155.8, "e_lumo_ev": [7.043, 7.043], "spin_multiplicity": 1, "elements": ["N", "N", "O", "O", "O", "O", "S", "H", "H"], "coordinates": [[-1.665, -0.594, 0.078], [-0.174, 0.142, -0.868], [-2.788, 0.080, -0.005], [1.774, -1.362, -0.101], [2.109, 1.079, -0.446], [0.806, 0.106, 1.572], [1.191, -0.022, 0.108], [-1.102, -0.499, 0.960], [-0.150, 1.070, -1.299]], "nbo_charge": [-0.147, -1.011, -0.685, -1.059, -1.087, -1.071, 2.403, 0.312, 0.345]}

{"formula": "C7H15F8HfN6O20S4", "method": "ωB97M-V/def2-TZVPD", "charge": 1, "total_energy_ha": -4548.1058, "de_lowest_kj_mol": 59.6, "e_lumo_ev": -4.409, "spin_multiplicity": 1, "elements": ["Hf", "C", "F", "F", "F", "S", "O", "O", "O", "C", "F", "F", "F", "S", "O", "O", "O", "N", "S", "O", "O", "F", "S", "O", "O", "F", "C", "N", "O", "O", "H", "H", "H", "C", "N", "O", "O", "H", "H", "H", "C", "N", "O", "O", "H", "H", "H", "C", "N", "O", "O", "H", "H", "H", "C", "N", "O", "O", "H", "H", "H"], "coordinates": [[0.081, -0.291, -0.048], [4.555, -0.663, -0.591], [4.491, -0.843, 0.719], [4.958, 0.556, -0.890], [5.385, -1.545, -1.109], [2.870, -0.954, -1.374], [1.946, -1.615, -0.384], [2.101, 0.300, -1.461], [3.054, -1.633, -2.602], [0.054, -0.153, -4.494], [-0.657, 0.814, -5.050], [0.220, -1.158, -5.309], [1.214, 0.348, -4.097], [-0.855, -0.673, -2.938], [-2.171, -1.114, -3.248], [-0.072, -1.572, -2.071], [-0.760, 0.507, -2.037], [-0.669, -0.026, 1.998], [-1.451, -0.878, 3.144], [-2.845, -0.642, 3.259], [-0.686, -1.293, 4.261], [-1.528, -2.236, 2.270], [-0.660, 1.369, 3.104], [0.411, 1.341, 4.023], [-1.897, 2.009, 3.333], [-0.111, 2.319, 1.952], [-3.979, -2.256, -1.103], [-3.399, -1.201, -0.263], [-4.147, -0.502, 0.355], [-2.174, -1.074, -0.223], [-3.227, -2.995, -1.354], [-4.327, -1.771, -2.017], [-4.891, -2.660, -0.677], [-3.774, 2.864, 0.930], [-2.571, 2.646, 0.078], [-2.094, 1.520, 0.045], [-2.155, 3.584, -0.549], [-3.715, 3.789, 1.488], [-3.927, 2.011, 1.582], [-4.555, 2.852, 0.169], [-0.181, -5.081, 0.824], [-0.419, -3.969, -0.120], [-0.210, -2.839, 0.304], [-0.817, -4.213, -1.225], [0.460, -4.679, 1.599], [0.176, -5.994, 0.363], [-1.147, -5.345, 1.257], [1.881, 3.223, -1.819], [0.931, 3.106, -0.709], [0.594, 1.961, -0.399], [0.569, 4.066, -0.101], [1.507, 2.622, -2.646], [2.842, 2.817, -1.520], [1.956, 4.240, -2.189], [3.618, 1.549, 3.126], [3.171, 1.551, 1.714], [3.721, 2.316, 0.954], [2.173, 0.929, 1.395], [4.465, 0.885, 3.276], [2.793, 1.200, 3.739], [3.878, 2.575, 3.360]], "nbo_charge": [2.462, 0.776, -0.301, -0.285, -0.280, 2.315, -1.032, -1.003, -0.853, 0.790, -0.289, -0.272, -0.291, 2.326, -0.893, -0.992, -1.023, -1.276, 2.432, -0.842, -0.826, -0.511, 2.424, -0.835, -0.817, -0.485, -0.491, 0.598, -0.263, -0.487, 0.252, 0.273, 0.256, -0.480, 0.566, -0.419, -0.326, 0.252, 0.251, 0.241, -0.482, 0.572, -0.426, -0.296, 0.246, 0.257, 0.252, -0.488, 0.598, -0.489, -0.251, 0.254, 0.271, 0.247, -0.487, 0.564, -0.337, -0.412, 0.254, 0.258, 0.253]}

What did the fifth record say?
{"formula": "H2N2O4S", "method": "ωB97M-V/def2-TZVPD", "charge": -2, "total_energy_ha": -809.7073, "de_lowest_kj_mol": 155.8, "e_lumo_ev": [7.043, 7.043], "spin_multiplicity": 1, "elements": ["N", "N", "O", "O", "O", "O", "S", "H", "H"], "coordinates": [[-1.665, -0.594, 0.078], [-0.174, 0.142, -0.868], [-2.788, 0.080, -0.005], [1.774, -1.362, -0.101], [2.109, 1.079, -0.446], [0.806, 0.106, 1.572], [1.191, -0.022, 0.108], [-1.102, -0.499, 0.960], [-0.150, 1.070, -1.299]], "nbo_charge": [-0.147, -1.011, -0.685, -1.059, -1.087, -1.071, 2.403, 0.312, 0.345]}

Question: Number 6 is which compound?
Answer: C7H15F8HfN6O20S4